No. 1
59
Properties=species:S:1:pos:R:3:lowdin_charge:R:1 method="wB97M-V/def2-TZVPD" charge=+1 lumo_energy_ev="-4.033 / -8.654" homo_lumo_gap_ev="7.48 / 2.86" homo_ev="-11.52 / -11.52" multiplicity=2 fmax_ev_per_a=5.10
C -0.206 3.084 -3.159 -0.01
C 0.848 4.290 -3.022 -0.31
C 1.586 4.041 -1.745 -0.06
O 2.925 3.708 -2.314 0.06
C 2.918 3.822 -3.655 -0.55
O 3.838 3.570 -4.448 0.11
O 1.726 4.169 -4.077 0.11
H 0.348 2.145 -3.181 0.08
H -0.804 3.149 -4.068 0.08
H -0.983 2.974 -2.403 0.06
H 0.448 5.291 -2.862 0.15
H 1.263 3.282 -1.033 0.12
H 1.730 4.951 -1.163 0.13
C -1.812 -3.767 -2.799 -0.01
C -0.832 -2.627 -3.026 -0.35
C 0.194 -3.010 -4.090 -0.07
O -0.290 -2.373 -5.286 0.09
C -1.306 -1.574 -4.991 -0.50
O -1.826 -0.831 -5.831 0.13
O -1.545 -1.600 -3.626 0.05
H -1.591 -4.391 -1.932 0.09
H -2.233 -4.260 -3.675 0.11
H -2.735 -3.276 -2.491 0.05
H -0.336 -2.096 -2.213 0.15
H 0.433 -4.072 -4.153 0.14
H 1.074 -2.451 -3.772 0.13
C 1.328 -1.861 1.843 -0.01
C 0.045 -1.213 1.495 -0.40
C -0.148 0.053 2.300 -0.09
O -0.775 0.763 1.288 0.07
C -0.506 0.366 0.081 -0.57
O -0.756 0.862 -0.979 0.16
O 0.172 -0.794 0.211 0.10
H 1.519 -1.779 2.912 0.09
H 2.181 -1.553 1.239 0.11
H 1.223 -2.911 1.570 0.09
H -0.761 -1.926 1.668 0.14
H 0.758 0.620 2.513 0.13
H -0.865 -0.155 3.094 0.14
C 3.677 2.294 4.463 -0.25
S 2.627 1.225 5.508 0.88
O 1.556 0.449 4.656 -0.61
C 3.937 -0.022 5.827 -0.25
H 3.753 3.225 5.026 0.05
H 3.106 2.601 3.586 0.05
H 4.542 1.687 4.198 0.05
H 4.893 0.466 6.013 0.06
H 3.927 -0.642 4.931 0.05
H 3.641 -0.654 6.664 0.05
C -4.388 -1.575 0.099 -0.17
S -4.357 -2.282 1.735 1.09
O -3.067 -2.987 2.066 -0.28
C -4.148 -0.740 2.755 -0.12
H -3.971 -0.568 0.116 0.09
H -5.470 -1.450 0.060 0.07
H -4.147 -2.335 -0.643 0.08
H -3.206 -0.400 2.324 0.05
H -4.222 -0.907 3.830 0.09
H -4.931 -0.007 2.564 0.08

No. 2
14
Properties=species:S:1:pos:R:3:lowdin_charge:R:1 method="wB97M-V/def2-TZVPD" relative_energy_kj_mol=149.9 lumo_energy_ev=-0.450 smiles="S=C[C@@H]1N[C@@H]1CS" homo_lumo_gap_ev=8.53 homo_ev=-8.98 fmax_ev_per_a=0.87
S -0.804 3.012 1.580 0.69
C -0.385 1.482 1.260 -0.65
C -1.135 0.575 0.372 -0.34
N -0.991 -0.865 0.570 0.06
C -0.423 -0.304 -0.617 -0.38
C 1.059 -0.272 -0.853 -0.52
S 1.632 -1.800 -1.693 0.70
H 0.484 1.063 1.777 0.06
H -2.137 0.900 0.114 0.13
H -0.277 -1.052 1.271 0.10
H -0.982 -0.492 -1.525 0.13
H 1.281 0.577 -1.513 0.09
H 1.600 -0.142 0.087 0.07
H 1.078 -2.681 -0.831 -0.14